No. 1
{
  "formula": "C47H52I2LaN7P3S2",
  "method": "wB97M-V/def2-TZVPD",
  "gap_ha": 0.2267,
  "de_lowest_kj_mol": 0.0,
  "lumo_energy_ev": -2.738,
  "charge": 1,
  "spin_multiplicity": 1,
  "homo_energy_ev": -8.9,
  "total_energy_ev": -126606.432,
  "elements": ["La", "S", "P", "C", "P", "S", "C", "C", "C", "C", "C", "C", "C", "C", "C", "C", "C", "C", "C", "C", "C", "C", "C", "C", "C", "C", "C", "C", "C", "C", "H", "H", "H", "H", "H", "H", "H", "H", "H", "H", "H", "H", "H", "H", "H", "H", "H", "H", "H", "H", "I", "C", "I", "H", "H", "C", "C", "C", "C", "C", "C", "N", "N", "C", "C", "C", "C", "C", "C", "H", "H", "H", "H", "H", "H", "H", "H", "H", "N", "H", "H", "H", "C", "N", "C", "N", "C", "N", "C", "P", "C", "C", "H", "H", "H", "H", "H", "H", "H", "H", "H", "H", "H", "H", "H", "C", "C", "C", "N", "H", "H", "H", "H", "H"],
  "positions_angstrom": [[10.47326, -20.53885, -5.34193], [13.15660, -20.02059, -4.41190], [12.12933, -18.75856, -3.20160], [10.48644, -18.56029, -3.60625], [9.04938, -18.84628, -2.78247], [8.35476, -20.75705, -3.01923], [9.08822, -18.48763, -1.03272], [9.52581, -17.19341, -0.65755], [9.49863, -16.80115, 0.65976], [9.08007, -17.70052, 1.63910], [8.66033, -18.97560, 1.27170], [8.66551, -19.37537, -0.06202], [7.66573, -17.77550, -3.39509], [7.46697, -17.86265, -4.84709], [5.88469, -15.87126, -5.38618], [5.30986, -15.71646, -4.00476], [5.71113, -16.26768, -2.84872], [6.87424, -17.11926, -2.54965], [13.01617, -17.18925, -3.16022], [13.97961, -16.90656, -4.09071], [14.64981, -15.70273, -4.04576], [14.34262, -14.80432, -3.02819], [13.34657, -15.11020, -2.10328], [12.64536, -16.28756, -2.18878], [12.47430, -19.51684, -1.59300], [13.68357, -19.25750, -0.96161], [14.07439, -20.03395, 0.11218], [13.27072, -21.07837, 0.58444], [12.05861, -21.34271, -0.05142], [11.65762, -20.55972, -1.14529], [9.82045, -16.51530, -1.45557], [9.80447, -15.81543, 0.96846], [9.00598, -17.40568, 2.67507], [8.36767, -19.70145, 2.04081], [8.32620, -20.37696, -0.31231], [8.34715, -18.32549, -5.27762], [5.18173, -16.37600, -6.06397], [4.42643, -15.08682, -4.01405], [5.20133, -16.02184, -1.92112], [7.04852, -17.20127, -1.50216], [14.15900, -17.65871, -4.86902], [15.43067, -15.47280, -4.79042], [14.88462, -13.86009, -2.90755], [13.14562, -14.48470, -1.25542], [11.84331, -16.48173, -1.48372], [14.34734, -18.47851, -1.35716], [15.00975, -19.78044, 0.56520], [13.60397, -21.68275, 1.41856], [11.48787, -22.19373, 0.25491], [10.74564, -20.79134, -1.66805], [7.69245, -16.62390, -7.59149], [7.25337, -16.49905, -5.48260], [5.92079, -19.30377, -5.31763], [5.98623, -14.86509, -5.79766], [8.04845, -15.84677, -5.11721], [11.79758, -14.84004, -7.14703], [12.23857, -15.51820, -8.29105], [12.08606, -16.86400, -8.39516], [11.47455, -17.56340, -7.36631], [11.00036, -16.91144, -6.23992], [11.16255, -15.54229, -6.14414], [11.40982, -19.00498, -7.35952], [11.94371, -19.54289, -8.34829], [11.91719, -20.94180, -8.45458], [12.39774, -21.38680, -9.69783], [12.36381, -22.73440, -9.95519], [11.89381, -23.63572, -9.01182], [11.46060, -23.17497, -7.73814], [11.39617, -21.82710, -7.41657], [11.96182, -13.78456, -7.02436], [12.70481, -14.96963, -9.12573], [12.44324, -17.33947, -9.29201], [10.55925, -17.43443, -5.39066], [10.85341, -15.00682, -5.25063], [12.89219, -20.69008, -10.39195], [12.76428, -23.10610, -10.89571], [11.81787, -24.70273, -9.28386], [11.14017, -23.89143, -6.99154], [11.68910, -22.81569, -4.17554], [11.48589, -23.73033, -3.76427], [12.34648, -22.35172, -3.51225], [12.28920, -22.98604, -4.97613], [6.34439, -25.54778, -4.80113], [7.23494, -25.52594, -6.05332], [6.30902, -25.21503, -7.24955], [5.62330, -23.94384, -7.07892], [4.82605, -23.97407, -5.83700], [5.67016, -24.29493, -4.67318], [6.56349, -23.20986, -4.32698], [7.76607, -22.76041, -5.67417], [8.34012, -24.51986, -5.90135], [6.51617, -22.79074, -7.05772], [7.02948, -25.72054, -3.98233], [5.66036, -26.37569, -4.96200], [7.57882, -26.48056, -6.19505], [5.59569, -26.01401, -7.38451], [6.98774, -25.15371, -8.07213], [4.04229, -24.75665, -5.95308], [4.41605, -22.95342, -5.71338], [7.16803, -23.49233, -3.43575], [5.97504, -22.32939, -4.08636], [8.96400, -24.88984, -5.08382], [8.95912, -24.57851, -6.81653], [7.06585, -22.74944, -8.00515], [5.93758, -21.88647, -6.93116], [7.81596, -19.08871, -10.78070], [8.90238, -19.96175, -10.13747], [8.67204, -20.18271, -8.73427], [8.68979, -20.35366, -7.60259], [8.01830, -18.97691, -11.85187], [7.75657, -18.08821, -10.31458], [6.83976, -19.58176, -10.68263], [9.91386, -19.46633, -10.18240], [8.92920, -20.91728, -10.65685]]
}

***

No. 2
{
  "formula": "C47H53Cl3MnN2O3S6Se",
  "method": "wB97M-V/def2-TZVPD",
  "gap_ha": [0.2092, 0.2155],
  "s_squared": 6.092,
  "lumo_energy_ev": [1.580, 1.720],
  "charge": -1,
  "spin_multiplicity": 5,
  "homo_energy_ev": [-4.1, -4.1],
  "total_energy_ev": -257973.368,
  "elements": ["Mn", "C", "C", "C", "C", "C", "C", "C", "Se", "C", "C", "C", "C", "C", "C", "O", "C", "C", "C", "C", "C", "C", "C", "C", "C", "O", "C", "C", "C", "C", "C", "C", "H", "H", "H", "H", "H", "H", "H", "H", "H", "H", "H", "H", "H", "H", "H", "H", "H", "H", "H", "H", "H", "H", "H", "H", "H", "H", "H", "H", "H", "H", "H", "H", "H", "H", "H", "H", "H", "H", "H", "H", "S", "C", "S", "C", "C", "S", "S", "S", "Cl", "C", "C", "C", "C", "C", "C", "N", "C", "C", "N", "C", "O", "C", "C", "C", "Cl", "S", "C", "C", "C", "Cl", "C", "H", "H", "H", "H", "H", "H", "H", "H", "H", "H", "H", "H", "H"],
  "positions_angstrom": [[1.34092, -0.36317, -0.25901], [-4.69268, 5.20483, 0.06539], [-3.25798, 5.12233, 0.59749], [-2.47598, 6.31323, 0.02659], [-3.31188, 5.22433, 2.12859], [-2.54168, 3.83203, 0.22939], [-1.22388, 3.64553, 0.61839], [-0.57698, 2.45943, 0.34899], [1.22752, 2.20023, 1.01829], [0.68072, 1.21003, 2.60099], [0.24952, 1.90423, 3.70719], [-0.23938, 1.22323, 4.81449], [-0.27348, -0.16767, 4.75549], [0.15432, -0.90137, 3.66129], [0.66062, -0.20057, 2.53099], [1.09432, -0.78557, 1.45789], [0.02082, -2.41997, 3.60169], [-0.98508, -2.75617, 2.49219], [-0.48588, -3.03057, 4.91249], [1.36862, -3.07057, 3.27219], [-0.75148, 2.02353, 6.00219], [0.36342, 2.95863, 6.48759], [-1.18528, 1.15783, 7.18939], [-1.96288, 2.84443, 5.53569], [-1.18738, 1.38043, -0.33081], [-0.54548, 0.27443, -0.53681], [-2.53058, 1.59003, -0.75311], [-3.15378, 2.78553, -0.45031], [-3.27948, 0.46513, -1.45451], [-2.52768, 0.05803, -2.72901], [-4.71028, 0.83783, -1.86091], [-3.34678, -0.72587, -0.49101], [-5.12138, 6.16603, 0.34989], [-5.31848, 4.42033, 0.48509], [-4.71658, 5.12963, -1.01961], [-2.98648, 7.24713, 0.25979], [-2.39038, 6.21913, -1.05431], [-1.47318, 6.35223, 0.44109], [-3.79138, 6.15203, 2.43719], [-2.31218, 5.19653, 2.55069], [-3.87088, 4.38823, 2.54369], [-0.68018, 4.40613, 1.15959], [0.28282, 2.98373, 3.67309], [-0.67148, -0.70157, 5.60159], [-1.94758, -2.29227, 2.70249], [-1.12298, -3.83347, 2.41509], [-0.62588, -2.38797, 1.53249], [-1.48238, -2.67167, 5.16179], [0.19412, -2.81077, 5.73219], [-0.53868, -4.11237, 4.80339], [1.70322, -2.75707, 2.28899], [1.27322, -4.15577, 3.26349], [2.12612, -2.79367, 4.00339], [1.23862, 2.37733, 6.77059], [0.02742, 3.53183, 7.34999], [0.65902, 3.65153, 5.70629], [-0.36698, 0.53403, 7.54219], [-2.02978, 0.52283, 6.93189], [-1.49358, 1.80493, 8.01029], [-1.68608, 3.51573, 4.72799], [-2.36908, 3.43583, 6.35509], [-2.74128, 2.17923, 5.16629], [-4.17668, 2.91123, -0.75371], [-2.48768, 0.89673, -3.42421], [-3.03548, -0.77817, -3.21021], [-1.51388, -0.24337, -2.47821], [-4.71538, 1.67253, -2.55911], [-5.32878, 1.08643, -1.00091], [-5.16528, -0.01687, -2.35881], [-2.34198, -1.05567, -0.24361], [-3.88588, -1.55837, -0.94041], [-3.84988, -0.43697, 0.43059], [6.51742, -4.32327, 2.84899], [5.46902, -3.48887, 1.90549], [5.63872, -1.79897, 1.53199], [4.18162, -1.63367, 0.56039], [3.44882, -2.76797, 0.38059], [1.99822, -2.90097, -0.52451], [4.07142, -4.21117, 1.17129], [3.83182, -0.09897, -0.12541], [0.38262, -7.44077, -1.99151], [0.76792, -6.09687, -2.99461], [1.84612, -5.28337, -2.68791], [2.13612, -4.21017, -3.50991], [1.37282, -3.93297, -4.63731], [1.70472, -2.75387, -5.52551], [0.63412, -1.61877, -5.38781], [0.99522, -0.74077, -4.31571], [1.50362, 0.52453, -4.37861], [1.78392, 0.89243, -3.09511], [1.46692, -0.13677, -2.25621], [0.99172, -1.09787, -3.02111], [2.97032, -2.28927, -5.14191], [3.63882, -1.45097, -6.05341], [4.54242, -0.53207, -5.28121], [5.25242, 0.47913, -5.85541], [5.25382, 0.86743, -7.52241], [6.18092, 1.38383, -4.70861], [5.59222, 0.38893, -3.43231], [4.74952, -0.57177, -3.87731], [0.30292, -4.77547, -4.92221], [-0.66548, -4.49167, -6.33121], [-0.01168, -5.85427, -4.11661], [2.42552, -5.45697, -1.79611], [2.95802, -3.55517, -3.27111], [1.72192, -3.09207, -6.57481], [-0.34298, -2.05707, -5.17461], [0.55732, -1.04467, -6.31211], [1.60512, 1.05973, -5.30071], [2.19552, 1.80973, -2.71801], [0.65242, -2.05917, -2.68261], [2.93042, -0.85527, -6.64931], [4.23602, -2.06017, -6.75611], [5.90242, 0.58143, -2.42361], [4.27322, -1.28157, -3.22731], [-0.84558, -6.49257, -4.36101]]
}

***

No. 3
{
  "formula": "C47H53F2N3O3PSSiTl",
  "method": "wB97M-V/def2-TZVPD",
  "gap_ha": 0.1557,
  "lumo_energy_ev": 3.283,
  "charge": -2,
  "spin_multiplicity": 1,
  "homo_energy_ev": -1.0,
  "total_energy_ev": -98348.191,
  "elements": ["Tl", "C", "C", "C", "C", "C", "C", "P", "C", "C", "C", "C", "C", "C", "C", "C", "C", "C", "C", "C", "C", "C", "C", "C", "H", "H", "H", "H", "H", "H", "H", "H", "H", "H", "H", "H", "H", "H", "H", "H", "N", "C", "C", "C", "C", "C", "C", "N", "C", "C", "C", "C", "N", "C", "C", "H", "H", "H", "H", "H", "H", "H", "H", "H", "C", "C", "C", "C", "O", "Si", "S", "O", "C", "C", "C", "C", "O", "C", "C", "C", "C", "H", "H", "H", "H", "H", "H", "H", "H", "H", "H", "H", "H", "H", "H", "H", "H", "H", "H", "H", "H", "H", "H", "H", "H", "H", "H", "H", "F", "C", "F", "H"],
  "positions_angstrom": [[0.17776, -0.41137, 0.78645], [-3.52789, -4.51972, -4.39153], [-2.55993, -4.94788, -3.48831], [-1.69193, -4.03528, -2.91421], [-1.75032, -2.67602, -3.23902], [-2.73828, -2.25898, -4.12622], [-3.61899, -3.17170, -4.69854], [-0.60369, -1.54073, -2.34771], [-0.77409, -0.00649, -3.35238], [-0.46458, 0.07762, -4.71226], [-0.57751, 1.27893, -5.39044], [-0.98077, 2.42539, -4.70942], [-1.28280, 2.35380, -3.36113], [-1.19965, 1.13688, -2.69060], [1.01746, -2.14636, -2.99813], [1.11318, -2.86843, -4.16326], [2.36115, -3.29429, -4.66381], [3.49967, -3.00297, -3.97160], [3.44217, -2.28920, -2.74835], [4.62702, -2.04929, -2.01082], [4.54629, -1.41027, -0.80751], [3.29445, -0.97350, -0.31500], [2.09430, -1.12404, -0.98240], [2.19058, -1.82697, -2.23509], [-4.21819, -5.22988, -4.83146], [-2.49301, -5.99615, -3.22103], [-0.94730, -4.37580, -2.20267], [-2.82829, -1.20935, -4.37241], [-4.38424, -2.81918, -5.38076], [-0.11948, -0.80241, -5.24056], [-0.33393, 1.32854, -6.44585], [-1.04955, 3.37207, -5.23384], [-1.56937, 3.23690, -2.80601], [-1.46013, 1.08446, -1.64112], [0.21809, -3.12992, -4.71487], [2.40631, -3.85247, -5.59285], [4.46936, -3.32881, -4.33807], [5.57578, -2.39867, -2.40745], [5.44677, -1.23973, -0.22202], [3.30256, -0.49252, 0.66191], [5.99169, 2.21249, 5.65536], [7.06140, 2.96498, 6.08598], [7.87246, 2.89813, 7.21294], [8.87650, 3.84378, 7.31526], [9.06321, 4.82132, 6.32570], [8.25138, 4.87814, 5.20825], [7.23517, 3.93305, 5.08645], [6.29597, 3.76216, 4.08392], [5.58039, 2.73640, 4.45473], [4.45149, 2.16250, 3.70285], [3.65257, 1.15867, 4.23611], [2.62035, 0.64941, 3.46089], [2.35780, 1.08063, 2.23783], [3.10617, 2.05531, 1.73522], [4.16680, 2.62453, 2.42494], [5.59883, 1.40797, 6.10748], [7.72798, 2.14569, 7.97790], [9.53273, 3.82849, 8.17614], [9.86050, 5.54416, 6.44332], [8.39022, 5.63034, 4.44267], [3.80158, 0.76703, 5.23541], [1.97507, -0.13925, 3.83502], [2.83323, 2.39078, 0.74098], [4.76506, 3.41113, 1.98740], [-7.12689, 1.60941, -2.27997], [-5.63324, 1.65029, -2.60908], [-5.22707, 3.09121, -2.90157], [-5.32387, 0.76816, -3.81724], [-4.82593, 1.22544, -1.52056], [-5.07045, 0.02653, -0.38893], [-3.38796, -0.61835, 0.53427], [-6.26913, 0.62183, 0.63372], [-6.14568, 1.52290, 1.71976], [-5.12872, 2.62476, 1.42334], [-7.53256, 2.13291, 1.91392], [-5.73506, 0.75501, 2.97521], [-5.96756, -1.10037, -1.24271], [-6.25758, -2.45597, -0.93862], [-6.73381, -2.58601, 0.50807], [-5.03155, -3.33130, -1.17544], [-7.37494, -2.85695, -1.89884], [-7.70055, 2.00873, -3.12248], [-7.33262, 2.21343, -1.39461], [-7.44990, 0.58959, -2.07624], [-5.77830, 3.48212, -3.76197], [-4.15965, 3.13802, -3.11332], [-5.43393, 3.72047, -2.03315], [-5.89587, 1.09117, -4.69317], [-5.56793, -0.26956, -3.58764], [-4.25849, 0.83508, -4.04616], [-5.43862, 3.20684, 0.55242], [-4.14785, 2.19390, 1.21346], [-5.03649, 3.29494, 2.28279], [-7.83648, 2.66520, 1.00997], [-7.53698, 2.83300, 2.75459], [-8.25919, 1.34101, 2.10806], [-4.78275, 0.25303, 2.80115], [-6.48805, -0.00370, 3.20629], [-5.64210, 1.43376, 3.82867], [-5.94616, -2.25106, 1.18623], [-6.97767, -3.62801, 0.73673], [-7.61565, -1.96293, 0.67324], [-4.21486, -3.01917, -0.52451], [-4.69688, -3.23239, -2.20960], [-5.27666, -4.38135, -0.98414], [-8.23808, -2.20123, -1.76142], [-7.68335, -3.89228, -1.72754], [-7.02581, -2.76116, -2.92965], [0.07632, 3.03564, -0.33977], [-0.30318, 2.07844, 0.64057], [0.12171, 2.70671, 1.84699], [-1.39903, 2.16678, 0.68888]]
}